63
Properties=species:S:1:pos:R:3:forces:R:3 method="wB97M-V/def2-TZVPD" molar_mass_g_mol=502.53 total_charge=+1 e_homo_ev="-10.373 / -10.428" total_energy_ev=-84812.0714 s_squared=3.757 multiplicity=4
Co -0.24950 0.56125 -0.14912 0.399 0.280 -0.101
N 1.85787 0.93515 0.33209 -0.095 0.044 0.189
C 2.47684 2.12016 -0.27221 0.027 -0.063 -0.015
C 1.49895 3.27405 -0.19793 -0.015 0.032 0.017
N 0.22388 2.90730 -0.82583 0.013 -0.008 0.021
C -0.89255 3.71103 -0.31660 0.014 -0.018 -0.021
C -1.27664 3.28077 1.08817 0.009 -0.012 0.008
N -1.54624 1.83665 1.09218 -0.106 -0.017 -0.079
C 0.32299 2.96432 -2.29035 -0.013 0.042 0.005
C -0.37748 1.77812 -2.91543 0.017 -0.064 -0.003
N 0.16195 0.53512 -2.32236 -0.065 -0.016 -0.007
H 1.83198 1.02868 1.34913 0.011 -0.102 0.029
H 2.42419 0.10710 0.17202 0.022 -0.008 -0.020
H 2.72862 1.88848 -1.30897 0.003 0.010 -0.005
H 3.41003 2.39576 0.22408 0.002 0.013 -0.009
H 1.92509 4.17527 -0.65505 0.003 0.002 -0.001
H 1.32095 3.50575 0.85246 0.002 -0.006 -0.006
H -1.74721 3.55487 -0.98082 0.001 -0.008 0.003
H -0.65905 4.78308 -0.33592 -0.006 0.005 -0.004
H -2.13607 3.86299 1.42648 0.003 0.009 -0.008
H -0.46897 3.47594 1.79242 -0.004 0.000 0.001
H -2.49127 1.65803 0.76572 -0.018 0.015 0.050
H -1.49967 1.45459 2.03274 0.030 0.025 -0.002
H 1.37557 2.95522 -2.57947 -0.004 -0.012 0.003
H -0.09634 3.89631 -2.68304 0.012 0.007 0.002
H -0.27127 1.80264 -4.00244 0.015 0.007 0.000
H -1.44071 1.82804 -2.68217 -0.016 0.001 -0.007
H 1.15151 0.45937 -2.54134 0.005 -0.012 0.007
H -0.27781 -0.27989 -2.73808 -0.007 -0.002 0.016
C 5.03012 -3.88752 -0.91414 -0.006 0.017 0.003
C 3.93247 -3.21986 -0.13336 0.008 -0.017 -0.004
C 2.59455 -3.52960 -0.38272 -0.021 -0.019 0.006
C 1.57676 -2.95593 0.35935 0.072 0.061 -0.056
C 1.89349 -2.03966 1.35481 0.033 -0.028 -0.077
C 3.21594 -1.72538 1.63142 -0.027 -0.040 -0.010
C 4.22597 -2.31388 0.88158 0.011 0.003 0.007
S 0.60307 -1.36583 2.35755 0.043 -0.117 -0.155
O 1.15124 -0.19080 3.00807 0.027 0.041 -0.014
O 0.12377 -2.44462 3.17686 0.007 0.158 0.118
N -0.49158 -0.91380 1.25892 -0.608 0.036 0.257
C -1.86009 -1.12952 1.51343 0.236 -0.056 -0.263
C -2.46843 -1.47368 2.70183 -0.019 -0.063 0.105
C -3.84522 -1.78073 2.76349 0.031 0.012 -0.037
C -4.63857 -1.75311 1.65561 0.035 -0.011 -0.010
C -4.07707 -1.32670 0.43092 -0.039 0.024 0.012
C -4.82274 -1.25246 -0.76493 -0.048 -0.028 0.000
C -4.23666 -0.79639 -1.90941 0.020 0.024 0.004
C -2.90878 -0.34593 -1.84118 -0.068 0.062 0.078
N -2.17431 -0.39472 -0.75212 -0.066 -0.238 0.121
C -2.71711 -0.95304 0.37662 0.085 0.038 -0.116
H 4.73177 -4.06424 -1.94700 -0.001 0.000 -0.001
H 5.27277 -4.85635 -0.47351 -0.004 0.000 0.004
H 5.93959 -3.28850 -0.91352 -0.001 0.000 0.000
H 2.35077 -4.24358 -1.16055 0.005 0.000 0.000
H 0.54181 -3.21095 0.17160 -0.009 0.006 -0.004
H 3.44405 -1.03099 2.42987 0.008 0.001 0.002
H 5.26025 -2.07472 1.09806 -0.005 0.007 0.002
H -1.88649 -1.56851 3.60379 0.031 -0.011 -0.010
H -4.26154 -2.07455 3.71788 0.012 0.002 0.008
H -5.68090 -2.03947 1.69613 -0.005 0.012 -0.006
H -5.85905 -1.56777 -0.75932 0.000 0.009 0.010
H -4.77564 -0.74233 -2.84422 0.001 0.005 -0.001
H -2.46385 0.09895 -2.72214 0.019 -0.035 -0.035


53
Properties=species:S:1:pos:R:3:forces:R:3 method="wB97M-V/def2-TZVPD" molar_mass_g_mol=415.39 e_homo_ev=-8.027 total_energy_ev=-46223.1942 smiles="CC(C)OP(=O)(OC(C)C)[C@H](Nc1ccccc1)c1ccccc1C(F)(F)F"
C 1.79356 3.44878 -0.25121 -0.033 -0.125 0.318
C 2.32562 2.29272 0.58020 0.686 0.426 -0.382
C 3.17481 1.34387 -0.25966 -0.252 0.098 0.315
O 1.29286 1.57528 1.25249 -0.822 -0.508 0.016
P -0.17921 1.21468 0.75029 0.653 -0.245 0.427
O -1.02585 2.35679 0.37755 -0.099 0.125 -0.340
O -0.71312 0.38659 1.99121 0.363 0.118 -0.506
C -1.57111 1.01761 2.94998 -0.614 0.265 0.644
C -0.73199 1.52723 4.11113 -0.042 -0.082 -0.378
C -2.59528 -0.02055 3.38534 0.269 0.209 -0.266
C -0.09431 -0.04629 -0.63594 0.194 0.483 0.549
N -0.35015 0.68693 -1.84194 -0.308 0.545 0.032
C 0.54185 0.73270 -2.89525 0.178 -0.143 -0.379
C 0.58781 1.86908 -3.70730 -0.073 -0.020 0.101
C 1.44129 1.92650 -4.78991 0.027 -0.017 0.001
C 2.27169 0.85726 -5.08556 0.121 -0.024 -0.144
C 2.22234 -0.27799 -4.29522 0.067 0.053 -0.041
C 1.36364 -0.34998 -3.21442 -0.088 0.022 0.145
C -1.13529 -1.08756 -0.33902 -0.238 -0.568 0.054
C -2.35090 -1.04182 -1.01418 0.098 0.020 -0.018
C -3.36866 -1.93306 -0.73252 -0.021 -0.046 0.065
C -3.19502 -2.89844 0.24459 -0.010 -0.003 0.003
C -1.99624 -2.96174 0.92742 0.146 0.111 -0.057
C -0.97079 -2.06290 0.64554 -0.139 -0.137 -0.056
C 0.27296 -2.27003 1.46513 0.345 -0.537 0.260
F -0.00100 -2.33810 2.77874 -0.193 0.026 0.174
F 1.25001 -1.36789 1.33363 0.032 0.295 -0.235
F 0.85036 -3.45888 1.15918 -0.113 -0.117 -0.151
H 2.62132 4.06463 -0.59373 0.091 0.022 -0.058
H 1.11284 4.05559 0.33965 -0.048 0.104 -0.019
H 1.25494 3.07030 -1.11668 -0.052 0.025 -0.147
H 2.93520 2.68312 1.40636 -0.120 -0.057 -0.180
H 2.65529 1.06856 -1.17533 -0.015 -0.040 -0.116
H 4.10902 1.82960 -0.52893 0.088 0.041 -0.062
H 3.39505 0.44531 0.31089 0.095 -0.107 0.029
H -2.07001 1.85967 2.45315 0.053 -0.179 0.103
H -1.36721 2.00824 4.85005 -0.050 0.058 0.082
H -0.00144 2.24403 3.74380 0.086 0.098 0.074
H -0.20422 0.69676 4.57342 0.067 -0.078 0.096
H -3.16939 -0.36256 2.52737 -0.088 -0.054 -0.062
H -3.27139 0.41162 4.11736 -0.089 0.034 0.088
H -2.08561 -0.87364 3.82575 0.025 -0.112 0.086
H 0.90237 -0.48700 -0.67320 -0.089 0.132 0.097
H -0.84997 1.55243 -1.66871 0.074 -0.034 -0.077
H -0.05679 2.70575 -3.47555 -0.059 0.100 0.029
H 1.46437 2.81540 -5.40313 -0.005 0.075 -0.043
H 2.94469 0.90625 -5.92764 0.055 0.001 -0.076
H 2.85477 -1.12330 -4.52402 0.046 -0.071 -0.019
H 1.32105 -1.25547 -2.62746 -0.023 -0.098 0.057
H -2.48318 -0.29304 -1.77888 -0.016 0.044 -0.052
H -4.29995 -1.87077 -1.27476 -0.082 0.009 -0.055
H -3.98431 -3.59663 0.47507 -0.080 -0.073 0.017
H -1.84379 -3.70872 1.69210 0.002 -0.064 0.057